Density functional theory data (the ωB97M-V functional and the def2-TZVPD basis) for a single C12H15NOS2 molecule at a distorted geometry.

Atoms and positions in Å:
1 C -0.5125 -0.8880 -3.7999
2 C 0.8601 -1.0058 -3.5329
3 O 1.4438 -0.5074 -2.4296
4 C 2.8977 -0.6138 -2.4112
5 C 3.6418 -0.0363 -1.1717
6 N 3.3160 -0.8569 0.0652
7 C 2.2906 -0.4449 0.9657
8 S 2.2401 -1.3819 2.3085
9 S 0.9012 0.7045 0.6660
10 C -0.5999 -0.3355 1.0020
11 C -1.6634 0.4377 1.6178
12 C -1.6522 0.8498 3.0386
13 C -2.7602 1.4655 3.6328
14 C -3.9256 1.6168 2.8838
15 C -3.9361 1.2040 1.4963
16 C -2.8412 0.6081 0.8745
17 H -1.1841 -0.2594 -3.2085
18 H -1.0186 -1.4732 -4.5778
19 H 1.4022 -1.5879 -4.1805
20 H 3.1254 -1.7084 -2.5816
21 H 3.2123 -0.0195 -3.3068
22 H 3.3580 0.9671 -0.9315
23 H 4.6565 -0.0479 -1.2053
24 H 4.0859 -1.3802 0.4578
25 H -1.0283 -0.7339 0.1165
26 H -0.3542 -1.1215 1.7183
27 H -0.7076 0.6411 3.6394
28 H -2.6465 1.8840 4.6709
29 H -4.7234 2.1054 3.4028
30 H -4.8705 1.4542 1.0014
31 H -3.0075 0.4641 -0.2207

Properties
Structure (SMILES) ... C=COCCNC(=S)SCc1ccccc1
F_max ... 5.48 eV/A
Charge ... 0
HOMO ... -8.2 eV
Gap between HOMO and LUMO ... 8.25 eV
2S+1 ... 1
Relative energy (zero: lowest compared OMol25 entry of this formula, charge and spin) ... 0.0 kcal per mole

---

Density functional theory data (the ωB97M-V functional and the def2-TZVPD basis) for an isolated ion of composition C12H15O and charge +1 at a distorted geometry.

Atoms and positions in Å:
1 C -1.8492 1.2960 -0.6360
2 C -2.1096 -1.0411 0.0705
3 C -0.5369 1.1088 -0.8412
4 C -0.8174 -1.2513 -0.3529
5 C -2.6202 0.2484 -0.1191
6 C 0.0348 -0.1849 -0.7955
7 C -4.9919 -0.4074 0.2444
8 C -3.9977 0.5292 0.2306
9 C 2.2699 -1.1893 -0.5336
10 C 2.8789 -0.0521 0.1682
11 C 2.2795 0.4529 1.4075
12 C 4.1306 0.5675 -0.3864
13 O 1.2709 -0.4022 -1.2876
14 H -2.2115 2.2930 -0.4554
15 H -2.7353 -1.6584 0.6554
16 H 0.0240 2.0055 -1.0693
17 H -0.4237 -2.1507 -0.4875
18 H -5.9257 -0.1904 0.5831
19 H -4.6853 -1.4671 0.2048
20 H -4.1797 1.5867 0.4609
21 H 2.9033 -1.7142 -1.2168
22 H 1.7435 -1.8430 0.1657
23 H 1.1406 0.3137 1.4055
24 H 2.5468 1.3983 1.8404
25 H 2.5157 -0.2295 2.2904
26 H 4.1428 1.5929 -0.1490
27 H 4.1625 0.1838 -1.4985
28 H 5.0405 0.2050 0.1013

Properties
F_max ... 4.54 eV/A
Charge ... +1
HOMO (alpha / beta) ... -11.5 / -11.5 eV
Gap between HOMO and LUMO (alpha / beta) ... 5.51 / 5.51 eV
2S+1 ... 1
Relative energy (zero: lowest compared OMol25 entry of this formula, charge and spin) ... 0.0 kcal per mole

---

Density functional theory data (the ωB97M-V functional and the def2-TZVPD basis) for C12H15O6PS2SeW as an isolated structure.

Atoms and positions in Å:
1 W 0.7478 -0.9206 -0.5974
2 C -1.5879 -5.7778 2.3116
3 C -2.2535 -4.4232 2.2492
4 O -1.2632 -3.4137 2.5075
5 P -1.1494 -2.1525 1.5410
6 S 0.3819 -1.0420 2.0293
7 S -1.0304 -2.6515 -0.3955
8 O -2.5677 -1.4741 1.8661
9 C -2.9312 -0.2612 1.1685
10 C -4.3452 0.0887 1.5596
11 H -2.3236 -6.5700 2.1639
12 H -1.1098 -5.9198 3.2812
13 H -0.8265 -5.8555 1.5360
14 H -3.0298 -4.3149 3.0084
15 H -2.7102 -4.2583 1.2708
16 H -2.8390 -0.4267 0.0943
17 H -2.2236 0.5236 1.4358
18 H -5.0308 -0.7099 1.2717
19 H -4.6495 1.0061 1.0551
20 H -4.4232 0.2430 2.6365
21 O -1.1086 2.8731 -0.9724
22 C -0.2506 2.0129 -0.8442
23 O -0.4811 0.8017 -0.4535
24 C 1.1859 2.3467 -1.1886
25 C 2.2458 1.6394 -0.6457
26 C 3.5788 1.8903 -0.9889
27 C 3.7857 2.8933 -1.8946
28 O 4.9673 3.3281 -2.4519
29 C 4.6224 4.5594 -3.0663
30 O 3.2350 4.5204 -3.3531
31 C 2.7312 3.6173 -2.4381
32 C 1.4267 3.3743 -2.1114
33 H 2.0632 0.9034 0.1392
34 H 4.3809 1.2954 -0.5770
35 H 5.1855 4.6774 -3.9891
36 H 4.8271 5.3833 -2.3673
37 H 0.5985 3.9248 -2.5340
38 Se 2.1711 -1.7306 -2.2568

Properties
F_max ... 0.58 eV/A
Charge ... -1
HOMO (alpha / beta) ... -2.9 / -4.7 eV
Gap between HOMO and LUMO (alpha / beta) ... 5.74 / 7.45 eV
2S+1 ... 4
Relative energy (zero: lowest compared OMol25 entry of this formula, charge and spin) ... 8.1 kcal per mole

---

Density functional theory data (the ωB97M-V functional and the def2-TZVPD basis) for a 5-piece molecular cluster, C12H16Cl16N2O5 overall at a distorted geometry.

Atoms and positions in Å:
1 C 0.4231 3.3387 -3.3494
2 N 0.2882 2.1011 -2.5758
3 C 1.2463 1.0502 -2.9860
4 C 0.2755 2.3464 -1.2160
5 O 0.2417 3.4722 -0.7391
6 C 0.2667 1.1663 -0.2565
7 C -0.5845 -0.0312 -0.5884
8 O -1.4053 -0.0556 -1.4627
9 O -0.4906 -1.0340 0.3345
10 C 0.3596 -2.1605 0.1050
11 C 1.5505 -2.2289 1.0976
12 N 1.6605 -1.0610 1.9962
13 C 0.8539 -2.2638 -1.3278
14 O 1.4645 -3.5515 -1.4564
15 O 2.7489 -3.4103 -2.0732
16 H 0.3117 3.0903 -4.4065
17 H -0.3574 4.0427 -3.0791
18 H 1.4003 3.8073 -3.2010
19 H 1.7327 1.3590 -3.9088
20 H 0.7255 0.1134 -3.1845
21 H 2.0281 0.8980 -2.2405
22 H -0.1514 1.5735 0.6671
23 H 1.2824 0.8591 -0.0033
24 H -0.2622 -3.0340 0.2960
25 H 1.4346 -3.1108 1.7280
26 H 2.4900 -2.3530 0.5467
27 H 2.0731 -0.3021 1.4660
28 H 2.3428 -1.2957 2.7094
29 H 1.5974 -1.4952 -1.5572
30 H 0.0434 -2.1975 -2.0584
31 H 3.3508 -3.4892 -1.3167
32 Cl -1.5854 -0.1250 3.3121
33 C -2.0881 -1.7439 3.7708
34 Cl -0.7721 -2.8842 3.4624
35 Cl -2.5051 -1.7757 5.4874
36 Cl -3.4967 -2.2212 2.8140
37 Cl -4.5104 3.9199 0.7113
38 C -3.8301 3.0430 2.0832
39 Cl -2.0679 2.9786 1.9101
40 Cl -4.2275 3.8873 3.5817
41 Cl -4.4940 1.4105 2.1292
42 Cl -0.9496 -5.5942 -0.3750
43 C -1.1110 -6.1903 -2.0299
44 Cl -1.6038 -4.8581 -3.0792
45 Cl 0.4376 -6.8325 -2.5769
46 Cl -2.3328 -7.4635 -2.0787
47 Cl 0.0382 6.3755 1.5069
48 C 1.2391 5.6645 2.5829
49 Cl 0.9733 6.2366 4.2322
50 Cl 1.0864 3.9050 2.5435
51 Cl 2.8592 6.1238 2.0527

Properties
Structure (SMILES) ... CN(C)C(=O)CC(=O)O[C@H](CN)COO.ClC(Cl)(Cl)Cl.ClC(Cl)(Cl)Cl.ClC(Cl)(Cl)Cl.ClC(Cl)(Cl)Cl
F_max ... 1.39 eV/A
Charge ... 0
HOMO ... -9.6 eV
Gap between HOMO and LUMO ... 9.75 eV
2S+1 ... 1

---

Density functional theory data (the ωB97M-V functional and the def2-TZVPD basis) for C12H16Cl2NO4Os as an isolated structure.

Atoms and positions in Å:
1 Os -0.0417 -0.2229 -0.2007
2 C -0.0068 -3.0470 0.9208
3 O -0.4387 -1.7017 1.2537
4 C -1.8438 -1.6052 1.6154
5 C -2.6627 -1.3683 0.3677
6 O -2.1484 -0.1514 -0.1921
7 C -2.9108 0.4067 -1.2763
8 H -0.2146 -3.6841 1.7780
9 H 1.0633 -2.9958 0.7460
10 H -0.5119 -3.4046 0.0263
11 H -1.9093 -0.7480 2.2838
12 H -2.1492 -2.5133 2.1335
13 H -3.7167 -1.2399 0.6192
14 H -2.5537 -2.1776 -0.3606
15 H -3.9378 0.5488 -0.9437
16 H -2.8770 -0.2583 -2.1406
17 H -2.4576 1.3649 -1.5093
18 C 0.4938 -1.2015 -4.0570
19 C 0.2165 -0.9080 -2.6260
20 O 0.4617 0.2570 -2.1413
21 O -0.2601 -1.7612 -1.8274
22 H 1.2164 -2.0151 -4.1177
23 H 0.8780 -0.3208 -4.5621
24 H -0.4226 -1.5415 -4.5387
25 Cl 2.3084 -0.1808 0.1325
26 C 2.3532 1.3737 0.9660
27 C 3.5456 1.9331 1.3474
28 C 3.4797 3.1629 1.9959
29 C 2.2614 3.7796 2.2353
30 C 1.0799 3.1783 1.8278
31 Cl -0.4212 3.9588 2.1291
32 C 1.0994 1.9408 1.1704
33 N -0.0749 1.3207 0.7342
34 H 4.4896 1.4432 1.1546
35 H 4.3932 3.6435 2.3177
36 H 2.2193 4.7351 2.7385

Properties
F_max ... 0.80 eV/A
Charge ... +1
HOMO ... -11.5 eV
Gap between HOMO and LUMO ... 7.56 eV
2S+1 ... 1
Relative energy (zero: lowest compared OMol25 entry of this formula, charge and spin) ... 1.4 kcal per mole

---

Density functional theory data (the ωB97M-V functional and the def2-TZVPD basis) for C12H16ClN2O2RhS as an isolated structure.

Atoms and positions in Å:
1 Rh 0.2284 -0.8522 0.9978
2 Cl 2.9371 3.7308 5.9453
3 C 2.5813 2.5582 4.7293
4 C 3.5739 1.6403 4.3415
5 C 3.3242 0.6969 3.3802
6 C 2.0671 0.6135 2.7513
7 O 1.9389 -0.2946 1.8054
8 C 1.0673 1.5354 3.1497
9 C -0.2432 1.5665 2.6073
10 O -0.7508 0.7709 1.7882
11 C 1.3538 2.5089 4.1415
12 H 4.5463 1.6893 4.8134
13 H 4.0883 -0.0043 3.0755
14 H -0.8994 2.3697 2.9563
15 H 0.5812 3.2088 4.4332
16 C -0.9851 0.0856 -3.7219
17 C -1.6919 -1.0566 -2.9899
18 C -1.6985 -2.3121 -3.8542
19 C -3.1193 -0.6651 -2.6218
20 N -0.9746 -1.4620 -1.7510
21 N -0.7689 -0.3880 -0.8232
22 H -1.4917 0.2953 -4.6635
23 H 0.0501 -0.1758 -3.9550
24 H -0.9953 1.0193 -3.1536
25 H -2.2081 -2.1144 -4.7962
26 H -2.2108 -3.1275 -3.3445
27 H -0.6805 -2.6328 -4.0898
28 H -3.7056 -0.5198 -3.5285
29 H -3.1668 0.2778 -2.0701
30 H -3.5922 -1.4486 -2.0294
31 H -0.0480 -1.7906 -2.0048
32 H -1.6886 -0.0369 -0.5616
33 H -0.2659 0.3960 -1.2430
34 S 1.7732 -3.6716 -0.0759
35 C 1.0739 -2.4101 0.3619

Properties
F_max ... 0.74 eV/A
Charge ... +1
HOMO (alpha / beta) ... -11.5 / -11.5 eV
Gap between HOMO and LUMO (alpha / beta) ... 7.35 / 6.66 eV
2S+1 ... 2
Relative energy (zero: lowest compared OMol25 entry of this formula, charge and spin) ... 8.5 kcal per mole

---

Density functional theory data (the ωB97M-V functional and the def2-TZVPD basis) for a 2-piece molecular cluster, C12H16ClN5O5 overall at a distorted geometry.

Atoms and positions in Å:
1 C -1.8524 0.5503 3.3200
2 N -1.1754 -0.4310 2.4685
3 C -0.1543 -0.2116 1.6317
4 O 0.2946 -1.1442 0.9701
5 C 0.4152 1.2145 1.4719
6 C -0.3748 2.0039 0.4101
7 C -0.1284 3.4948 0.5024
8 N 0.3807 4.1169 -0.5337
9 O -0.3887 4.1152 1.5159
10 N 1.8334 1.1804 1.0916
11 C 2.8474 1.9130 1.5515
12 C 2.6421 2.8898 2.6922
13 O 3.9588 1.7875 1.0641
14 H -1.1714 0.9175 4.0906
15 H -2.2088 1.3946 2.7264
16 H -2.7109 0.0850 3.8082
17 H -1.4976 -1.3862 2.5127
18 H 0.3056 1.7201 2.4305
19 H -1.4429 1.8489 0.5537
20 H -0.1174 1.6400 -0.5844
21 H 0.6377 3.6120 -1.3609
22 H 0.5351 5.1037 -0.4250
23 H 2.0966 0.4801 0.4132
24 H 3.6118 3.2853 2.9911
25 H 2.1906 2.3796 3.5394
26 H 2.0108 3.7117 2.3662
27 O 0.8238 -4.1909 -0.9503
28 C -0.2419 -3.6949 -1.2843
29 O -1.0679 -3.0769 -0.4006
30 C -0.6274 -3.6948 -2.7173
31 C -1.7416 -2.9140 -3.1046
32 N -2.1441 -2.7957 -4.3878
33 C -1.4158 -3.4777 -5.2952
34 C -0.3056 -4.2686 -4.9352
35 Cl 0.5922 -5.1181 -6.1661
36 N 0.0855 -4.3761 -3.6538
37 H -0.5015 -2.8822 0.3738
38 H -2.3005 -2.3642 -2.3538
39 H -1.6926 -3.4178 -6.3428

Properties
Structure (SMILES) ... CNC(=O)[C@H](CC(N)=O)NC(C)=O.O=C(O)c1cncc(Cl)n1
F_max ... 2.87 eV/A
Charge ... 0
HOMO ... -9.6 eV
Gap between HOMO and LUMO ... 9.14 eV
2S+1 ... 1
Relative energy (zero: lowest compared OMol25 entry of this formula, charge and spin) ... 3.7 kcal per mole